P:
DFT (wB97M-V/def2-TZVPD) results for a 2-piece molecular cluster, HO5S2 overall.

- charge = -1
- highest occupied orbital energy (alpha / beta) (eV) = -5.1 / -5.1
- orbital gap (alpha / beta) (eV) = 8.6 / 8.6

Last column: natural (NBO) charge in e.
Cartesian coordinates (Å):
O: -0.088 -0.496 1.045  -0.934
O: 0.556 -2.447 -0.567  -0.949
O: -2.330 1.082 -0.356  -1.085
O: 2.469 -1.348 0.403  -0.955
O: 0.627 1.500 -0.155  -0.918
S: 1.226 -1.201 -0.325  1.713
S: -0.289 0.951 0.815  1.708
H: -2.170 1.961 -0.860  0.419

Q:
DFT (wB97M-V/def2-TZVPD) results for HO5S2 as an isolated structure.

- charge = -1
- highest occupied orbital energy (eV) = -4.7
- orbital gap (eV) = 8.3

Last column: natural (NBO) charge in e.
Cartesian coordinates (Å):
O: 1.250 0.245 0.039  -0.861
O: 1.135 -2.018 -0.729  -1.000
O: -0.067 -1.465 1.339  -1.000
O: -0.712 2.037 -0.178  -0.907
O: -0.900 -0.593 -0.738  -1.034
S: 0.447 1.450 0.863  0.740
S: 0.219 -1.091 -0.029  2.547
H: -1.373 1.435 -0.567  0.516

Result of the stability comparison: Q is the most stable of them.

P:
DFT (wB97M-V/def2-TZVPD) results for one molecule with the formula C5H5NS.

- charge = 0
- highest occupied orbital energy (eV) = -9.4
- SMILES = C/C=C\C(=S)C#N
- orbital gap (eV) = 7.9

Last column: natural (NBO) charge in e.
Cartesian coordinates (Å):
C: -1.567 0.278 0.102  -0.661
C: -0.547 -0.872 -0.056  -0.031
C: 0.772 -0.931 -0.116  -0.296
C: 1.753 0.106 -0.013  -0.270
S: 3.341 0.113 0.029  0.170
C: 1.076 1.372 0.121  0.236
N: 0.384 2.333 -0.204  -0.274
H: -1.344 0.777 1.081  0.240
H: -1.546 0.814 -0.776  0.243
H: -2.527 -0.211 0.300  0.218
H: -0.903 -1.835 -0.291  0.200
H: 1.107 -1.945 -0.176  0.224

Q:
DFT (wB97M-V/def2-TZVPD) results for one molecule with the formula C5H5NS.

- charge = 0
- highest occupied orbital energy (eV) = -8.7
- SMILES = S=C1[C@@H]2C=C[C@H]1N2
- orbital gap (eV) = 8.6

Last column: natural (NBO) charge in e.
Cartesian coordinates (Å):
S: -2.841 0.023 0.038  0.132
C: -1.336 -0.438 -0.007  -0.081
C: -0.040 -0.527 0.967  -0.180
C: 0.589 0.713 0.759  -0.210
C: 0.391 1.119 -0.597  -0.221
C: -0.251 -0.264 -1.103  -0.164
N: 0.564 -1.382 -0.257  -0.581
H: -0.078 -0.975 1.894  0.220
H: 0.818 1.190 1.784  0.234
H: 0.870 2.128 -0.886  0.259
H: -0.355 -0.336 -2.180  0.233
H: 1.670 -1.251 -0.410  0.359

R:
DFT (wB97M-V/def2-TZVPD) results for one molecule with the formula C5H5NS.

- charge = 0
- highest occupied orbital energy (eV) = -8.3
- SMILES = C#C/C=C\NC=S
- orbital gap (eV) = 8.6

Last column: natural (NBO) charge in e.
Cartesian coordinates (Å):
C: -2.132 -1.692 0.342  -0.184
C: -1.653 -0.659 -0.075  -0.067
C: -1.126 0.494 -0.651  -0.275
C: 0.063 1.084 -0.422  0.027
N: 1.174 0.800 0.340  -0.587
C: 1.935 -0.311 0.357  -0.077
S: 1.587 -1.649 -0.543  -0.123
H: -2.525 -2.632 0.837  0.255
H: -1.789 1.138 -1.198  0.235
H: 0.143 2.093 -0.840  0.192
H: 1.457 1.556 0.942  0.402
H: 2.865 -0.221 0.912  0.201

S:
DFT (wB97M-V/def2-TZVPD) results for one molecule with the formula C5H5NS.

- charge = 0
- highest occupied orbital energy (alpha / beta) (eV) = -7.3 / -7.7
- SMILES = C1=CCN2SC2=C1
- orbital gap (alpha / beta) (eV) = 6.6 / 7.4

Last column: natural (NBO) charge in e.
Cartesian coordinates (Å):
C: -0.399 0.990 0.046  -0.277
C: -0.520 -0.328 0.112  -0.172
C: 0.625 -1.175 -0.255  -0.287
N: 1.912 -0.581 -0.724  -0.446
S: 3.460 0.055 0.059  0.288
C: 2.021 0.754 -0.587  0.037
C: 0.772 1.687 -0.181  -0.260
H: -1.318 1.489 0.039  0.220
H: -1.413 -0.956 0.334  0.224
H: 0.808 -1.941 0.625  0.207
H: 0.460 -1.890 -1.010  0.227
H: 0.922 2.816 -0.150  0.238

Result of the stability comparison: P is the most stable of them.

P:
DFT (wB97M-V/def2-TZVPD) results for a 2-piece molecular cluster, CO4S overall.

- charge = 0
- highest occupied orbital energy (eV) = -11.5
- orbital gap (eV) = 10.8

Last column: natural (NBO) charge in e.
Cartesian coordinates (Å):
C: -1.574 0.168 0.289  1.053
O: -0.890 -0.684 -0.173  -0.576
O: 1.052 0.996 -0.426  -0.868
O: -2.121 1.042 0.754  -0.454
O: 2.120 -1.249 -0.603  -0.832
S: 1.413 -0.272 0.161  1.677

Q:
DFT (wB97M-V/def2-TZVPD) results for a 2-piece molecular cluster, CO4S overall.

- charge = 0
- highest occupied orbital energy (eV) = -12.2
- orbital gap (eV) = 11.0

Last column: natural (NBO) charge in e.
Cartesian coordinates (Å):
C: -1.443 -0.154 0.070  1.027
O: 0.736 0.319 -1.056  -0.857
O: -1.660 -1.052 -0.582  -0.481
O: 2.143 -0.490 0.772  -0.826
O: -1.343 0.792 0.729  -0.548
S: 1.567 0.585 0.068  1.685

Result of the stability comparison: Q is the most stable of them.

P:
DFT (wB97M-V/def2-TZVPD) results for one molecule with the formula C6H9NS.

- charge = 0
- highest occupied orbital energy (eV) = -8.5
- SMILES = C=C1SC[C@H]2C[C@]12N
- orbital gap (eV) = 9.4

Last column: natural (NBO) charge in e.
Cartesian coordinates (Å):
C: 1.278 1.986 -0.391  -0.438
C: 0.666 0.849 -0.064  -0.091
S: 1.479 -0.792 0.094  0.146
C: -0.170 -1.721 -0.170  -0.460
C: -0.925 -0.602 -0.824  -0.260
C: -2.036 0.394 -0.684  -0.344
C: -0.790 0.546 0.148  0.005
N: -1.041 0.275 1.526  -0.839
H: 2.325 2.113 -0.424  0.204
H: 0.732 2.942 -0.396  0.206
H: -0.582 -2.114 0.711  0.220
H: 0.024 -2.568 -0.849  0.227
H: -0.427 -0.417 -1.762  0.218
H: -2.919 0.116 -0.120  0.240
H: -2.235 1.067 -1.475  0.227
H: -0.258 -0.224 1.952  0.365
H: -1.173 1.117 2.081  0.375

Q:
DFT (wB97M-V/def2-TZVPD) results for one molecule with the formula C6H9NS.

- charge = 0
- highest occupied orbital energy (eV) = -8.7
- SMILES = C=C[C@H]1SCN=C1C
- orbital gap (eV) = 9.6

Last column: natural (NBO) charge in e.
Cartesian coordinates (Å):
C: -0.606 -1.669 -1.969  -0.383
C: 0.125 -0.759 -1.291  -0.232
C: 0.237 -0.900 0.170  -0.447
S: 1.869 -0.957 0.886  0.125
C: 1.810 0.761 1.659  -0.304
N: 0.634 1.403 1.271  -0.426
C: -0.259 0.782 0.746  0.389
C: -1.468 1.236 0.124  -0.716
H: -0.740 -1.849 -3.046  0.205
H: -1.361 -2.238 -1.498  0.186
H: 0.976 -0.109 -1.637  0.224
H: -0.374 -1.619 0.560  0.210
H: 2.615 1.266 1.299  0.202
H: 1.961 0.619 2.764  0.215
H: -1.332 0.951 -0.998  0.264
H: -1.674 2.253 0.468  0.244
H: -2.415 0.828 0.492  0.243

R:
DFT (wB97M-V/def2-TZVPD) results for one molecule with the formula C6H9NS.

- charge = 0
- highest occupied orbital energy (eV) = -7.9
- SMILES = Cc1c[nH]c(S)c1C
- orbital gap (eV) = 8.6

Last column: natural (NBO) charge in e.
Cartesian coordinates (Å):
C: 2.363 0.188 -0.086  -0.632
C: 0.863 -0.275 -0.078  -0.049
C: 0.475 -1.639 -0.017  -0.089
N: -0.914 -1.776 0.095  -0.526
C: -1.344 -0.550 -0.015  0.012
S: -3.079 -0.014 -0.185  -0.068
C: -0.346 0.357 -0.121  -0.134
C: -0.531 1.859 0.052  -0.620
H: 2.947 -0.818 -0.275  0.216
H: 2.920 0.701 0.652  0.228
H: 2.391 0.732 -1.107  0.221
H: 1.092 -2.460 0.205  0.199
H: -1.459 -2.662 -0.549  0.435
H: -3.763 -0.463 1.015  0.147
H: -1.483 2.207 -0.383  0.231
H: -0.572 2.192 1.302  0.215
H: 0.441 2.423 -0.504  0.214

Result of the stability comparison: Q is the most stable of them.